76
Properties=species:S:1:pos:R:3:forces:R:3 method="wB97M-V/def2-TZVPD" energy_ev=-39073.24877 e_homo_ha=-0.447 charge=+1 homo_lumo_gap_ha=0.327
C -9.302 -1.679 -1.120 -0.50 -0.60 -0.20
C -8.571 -2.981 -0.421 -0.10 0.21 -0.45
C -7.690 -2.578 0.918 0.58 0.44 -1.25
C -6.110 -2.887 0.535 -0.13 -0.05 0.36
C -5.630 -1.796 -0.590 -1.32 -1.22 -0.95
N -4.139 -1.993 -0.940 -1.15 2.16 1.30
C -3.295 -1.016 -0.517 5.14 3.65 1.33
N -3.521 0.263 0.260 2.80 -0.51 -0.41
C -2.245 1.023 0.543 -2.12 -7.55 -4.30
N -1.221 0.145 -0.139 -2.76 4.11 2.52
C 0.237 0.551 -0.080 2.19 -0.52 -0.28
C 0.513 2.095 0.391 1.23 -0.37 -0.27
C 1.996 2.512 -0.254 -1.07 0.27 0.38
O 1.677 3.017 -1.631 2.43 -2.96 -0.88
C 2.666 2.433 -2.586 5.66 4.11 -0.02
C 2.403 1.019 -3.406 0.52 0.75 0.22
O 3.829 3.125 -2.705 -7.83 -4.98 0.59
N -1.813 -0.986 -0.747 -1.76 0.71 0.65
C -0.808 -1.832 -1.443 2.50 -1.44 -0.68
C -1.302 -3.163 -2.220 -1.06 -1.00 -0.55
C -0.189 -3.796 -3.289 -0.20 0.14 -0.35
N 1.236 -3.580 -2.825 -0.49 0.31 -1.09
H -9.298 -1.786 -2.301 -0.14 0.14 2.53
H -10.429 -1.697 -0.738 2.49 0.52 -0.93
H -8.765 -0.663 -0.880 -1.13 -2.00 -0.26
H -9.393 -3.777 -0.170 1.64 1.52 -0.45
H -7.873 -3.454 -1.253 -1.31 0.78 1.90
H -7.767 -1.399 1.022 0.02 -2.49 0.19
H -8.045 -3.118 1.901 0.83 1.10 -2.09
H -6.059 -3.978 0.052 0.03 2.36 1.07
H -5.398 -2.862 1.487 -1.52 0.08 -2.08
H -6.207 -2.075 -1.594 1.21 0.75 2.15
H -5.904 -0.683 -0.358 0.99 -2.20 -0.17
H -3.930 -2.873 -1.449 0.49 1.37 0.73
H -2.167 2.017 1.154 0.05 -2.35 -1.49
H 0.813 0.413 -1.117 -1.76 0.22 2.08
H 0.803 -0.159 0.682 -1.28 1.36 -1.59
H 0.636 2.105 1.556 -0.59 0.22 -2.19
H -0.246 2.883 -0.030 1.40 -1.64 0.95
H 2.725 1.579 -0.295 -1.42 2.02 0.21
H 2.446 3.427 0.334 -0.72 -2.07 -1.10
H 1.276 0.703 -3.423 2.22 0.71 0.16
H 3.096 0.210 -2.888 -1.57 1.66 -1.02
H 2.802 1.169 -4.510 -0.87 -0.19 2.46
H -0.001 -2.173 -0.633 -1.78 0.68 -1.71
H -0.183 -1.180 -2.224 -1.70 -1.14 1.61
H -1.594 -4.047 -1.484 0.73 2.08 -1.22
H -2.279 -2.967 -2.875 2.11 -0.17 1.36
H -0.323 -3.299 -4.359 -0.16 -1.12 2.17
H -0.372 -4.963 -3.357 0.24 2.58 0.07
H 1.879 -4.140 -3.440 -0.93 0.77 0.87
H 1.474 -2.577 -3.009 -0.12 -1.28 0.17
C 5.538 -0.874 2.761 0.10 -0.11 -0.05
C 4.598 0.264 2.386 0.49 0.00 -0.07
C 3.184 0.082 2.936 0.06 0.29 -0.03
C 2.510 -1.090 2.362 -0.57 -1.03 -0.24
N 1.983 -2.022 1.912 0.57 1.27 0.40
H 5.205 -1.826 2.337 0.01 0.09 0.07
H 6.544 -0.673 2.377 -0.15 -0.05 0.10
H 5.606 -0.985 3.848 0.01 0.01 -0.13
H 4.570 0.364 1.295 -0.09 0.03 0.10
H 5.010 1.201 2.782 -0.20 -0.08 -0.03
H 2.597 0.978 2.705 -0.11 -0.19 0.05
H 3.215 -0.004 4.028 -0.09 -0.13 -0.16
C 6.759 4.775 1.069 0.14 -0.09 -0.08
C 5.322 4.428 1.437 0.20 -0.02 -0.37
C 4.901 4.975 2.801 -0.29 -0.07 -0.13
C 5.665 4.375 3.902 0.69 -0.38 1.08
N 6.276 3.904 4.769 -0.85 0.53 -1.23
H 7.471 4.329 1.770 -0.09 0.09 -0.04
H 6.994 4.394 0.070 -0.01 0.10 0.14
H 6.912 5.858 1.065 0.00 -0.12 0.00
H 5.196 3.339 1.411 -0.06 0.10 0.07
H 4.656 4.845 0.671 -0.01 -0.05 0.17
H 3.835 4.766 2.951 0.16 0.05 0.20
H 5.016 6.065 2.817 0.08 -0.17 0.12